Record 1
The following is a DFT calculation (ωB97M-V/def2-TZVPD) of 8 unconnected molecules or ions with the total composition C54H102Cl2N2O10S.

Cartesian coordinates (Å):
C  4.54169  -7.74223  0.82066
C  4.55568  -6.93150  -0.54918
C  3.11318  -6.63578  -1.10450
C  2.21223  -5.74654  -0.15759
C  2.87064  -4.36073  0.24854
C  2.34454  -3.15162  -0.66009
C  0.98947  -2.58912  -0.11721
C  1.06787  -1.74717  1.10893
C  2.37910  -1.43367  1.87534
C  2.83571  0.07743  1.78312
C  3.34609  0.38096  0.31276
C  4.89940  0.06836  0.28597
N  5.33545  -0.00052  -1.13240
C  6.66201  -0.69195  -1.22239
C  5.45207  1.34352  -1.69857
C  6.46763  2.39098  -1.10431
O  4.76017  1.62854  -2.64835
C  -0.20672  -1.19634  1.58575
C  -0.28061  -0.27650  2.87238
O  -0.35882  1.07802  2.37860
C  -1.58253  1.70650  2.75393
C  -1.84591  3.05990  1.98119
O  -0.62418  3.72073  1.60777
C  -0.25427  3.41830  0.25193
C  -0.97751  4.31033  -0.83294
C  -1.50258  -1.46749  0.94214
C  -1.57920  -2.32343  -0.25952
C  -0.31622  -2.86226  -0.75325
S  -0.33714  -3.93172  -2.22003
C  -1.89641  -3.41459  -3.03622
C  -2.07690  -3.64267  -4.47628
C  -3.32302  -3.29248  -5.17980
C  -4.37133  -2.67371  -4.36468
C  -4.19667  -2.43730  -2.92089
C  -5.42616  -1.81308  -2.20373
Cl  -5.95361  -0.11240  -2.52202
C  -6.13316  -2.60364  -1.33552
C  -7.41251  -2.15997  -0.57202
Cl  -5.57829  -4.30345  -1.07412
C  -2.94287  -2.80721  -2.21379
N  -2.90353  -2.56700  -0.79425
H  5.32402  -8.54988  0.74771
H  4.74358  -7.11239  1.72086
H  3.54997  -8.27268  0.86023
H  5.08327  -7.58135  -1.30967
H  5.17762  -5.99422  -0.48699
H  3.17330  -6.12520  -2.10899
H  2.59718  -7.63680  -1.20267
H  1.27511  -5.50821  -0.74271
H  1.86820  -6.29151  0.76936
H  3.99998  -4.39894  0.22390
H  2.60744  -4.18125  1.33236
H  3.10174  -2.33240  -0.53178
H  2.28627  -3.52877  -1.71447
H  2.17308  -1.64364  2.96856
H  3.23940  -2.11404  1.61338
H  3.70088  0.18532  2.50349
H  1.99003  0.74912  2.07199
H  3.15982  1.44798  0.01240
H  2.76053  -0.26657  -0.38641
H  5.48702  0.79411  0.91671
H  5.05109  -0.94910  0.75581
H  7.41051  -0.06328  -1.79067
H  7.04743  -0.91913  -0.19526
H  6.56253  -1.66262  -1.78543
H  6.94595  1.92278  -0.20164
H  5.86377  3.30049  -0.84265
H  7.26673  2.60679  -1.85570
H  -1.27307  -0.51928  3.34297
H  0.57540  -0.43140  3.57429
H  -2.49892  1.04564  2.56715
H  -1.49280  1.97658  3.84939
H  -2.43646  2.90208  1.03540
H  -2.44381  3.79107  2.60054
H  0.85058  3.58595  0.14749
H  -0.54188  2.34738  0.03101
H  -1.95994  3.84291  -1.12530
H  -1.10121  5.38417  -0.53865
H  -0.32023  4.26180  -1.76583
H  -2.43566  -1.02303  1.37413
H  -1.25832  -4.10192  -5.07383
H  -3.49697  -3.48348  -6.25963
H  -5.33035  -2.40085  -4.87666
H  -7.73408  -1.12560  -0.85489
H  -8.24178  -2.91055  -0.70377
H  -7.17818  -2.14587  0.53165
H  -3.42128  -1.69390  -0.63724
C  0.98398  1.21427  6.60022
C  1.99449  2.21799  6.06563
C  1.61265  3.64114  6.44256
O  2.07042  2.10591  4.64712
H  -0.00921  1.40064  6.17946
H  1.26461  0.19800  6.31340
H  0.91581  1.26339  7.68942
H  2.98635  1.98684  6.46124
H  0.64085  3.90884  6.01679
H  2.33998  4.35131  6.04365
H  1.56358  3.76327  7.52715
H  1.19709  2.30820  4.28345
C  -5.17103  -2.17288  2.72545
C  -5.19091  -0.69277  3.07493
C  -6.59248  -0.22688  3.43575
O  -4.70923  0.06513  1.96276
H  -5.80610  -2.37870  1.86050
H  -4.15959  -2.49014  2.45814
H  -5.51787  -2.78112  3.56296
H  -4.51417  -0.50425  3.91229
H  -7.27740  -0.36522  2.59294
H  -6.59328  0.83936  3.67350
H  -6.98193  -0.77685  4.29537
H  -5.30076  -0.09326  1.21556
C  -9.34209  -4.44312  4.37770
C  -9.16388  -3.42630  3.26115
C  -10.42581  -3.29935  2.42172
O  -8.07513  -3.82113  2.42699
H  -9.55500  -5.43572  3.96963
H  -8.42566  -4.53169  4.96529
H  -10.15855  -4.15823  5.04487
H  -8.90721  -2.45363  3.68765
H  -10.67530  -4.25347  1.94761
H  -10.28027  -2.57404  1.61764
H  -11.27476  -2.98030  3.03016
H  -8.29029  -4.68089  2.04361
C  2.47646  4.76864  -5.38824
C  1.74354  5.16444  -4.11568
C  2.37629  6.38787  -3.47121
O  1.76788  4.07576  -3.19559
H  3.51866  4.51333  -5.17353
H  2.01863  3.88332  -5.83438
H  2.45974  5.57814  -6.12194
H  0.69530  5.37076  -4.34428
H  3.41587  6.18728  -3.19186
H  1.84723  6.65448  -2.55351
H  2.35611  7.24466  -4.14745
H  2.69104  3.88389  -2.98590
C  -3.97112  -7.23001  2.62116
C  -4.10479  -8.33447  1.58372
C  -2.91897  -8.34404  0.63119
O  -5.30945  -8.14787  0.84254
H  -3.93888  -6.24695  2.14098
H  -4.83360  -7.22758  3.29160
H  -3.06501  -7.35602  3.21809
H  -4.18128  -9.30213  2.08488
H  -2.85122  -7.39842  0.08437
H  -3.03272  -9.13408  -0.11434
H  -1.98146  -8.50330  1.16877
H  -5.25217  -7.29404  0.39508
C  1.37738  9.95666  -4.54748
C  0.64678  10.34595  -3.27165
C  1.27725  11.57028  -2.62617
O  0.67651  9.25516  -2.35233
H  2.42133  9.70500  -4.33673
H  0.92140  9.07068  -4.99505
H  1.35540  10.76790  -5.27865
H  -0.40256  10.54865  -3.49695
H  2.31764  11.37250  -2.35054
H  0.74998  11.83285  -1.70659
H  1.25281  12.42941  -3.30036
H  1.59950  9.06523  -2.14406
C  9.27446  3.86423  -4.27952
C  9.23017  5.34261  -3.92338
C  7.82714  5.77348  -3.52332
O  9.66360  6.11398  -5.04178
H  8.62021  3.64763  -5.12932
H  10.28410  3.57098  -4.57492
H  8.96422  3.24510  -3.43464
H  9.92376  5.54392  -3.10393
H  7.12261  5.62302  -4.34703
H  7.80747  6.83823  -3.28105
H  7.47350  5.21123  -2.65585
H  9.05712  5.94362  -5.77277

Summary:
spin multiplicity: 1
calculated total energy: -4299.03774 Eh
SMILES: CCCCCCc1c(CCCCN(C)C(C)=O)c(COCCOCC)cc2c1Sc1cccc(/C(Cl)=C(/C)Cl)c1N2.CC(C)O.CC(C)O.CC(C)O.CC(C)O.CC(C)O.CC(C)O.CC(C)O



Record 2
The following is a DFT calculation (ωB97M-V/def2-TZVPD) of 12 unconnected molecules or ions with the total composition C54H106N12O6.

Cartesian coordinates (Å):
C  -1.48743  4.07964  -8.99240
C  -2.03036  5.28521  -8.56328
C  -2.32519  5.23610  -7.20568
N  -1.71207  4.05775  -6.79848
C  -1.21350  3.36288  -7.83658
H  -1.27741  3.74802  -9.99854
H  -2.26567  6.09673  -9.23593
H  -2.84980  5.92565  -6.56093
H  -1.83731  3.68493  -5.86820
H  -0.80473  2.38921  -7.61012
C  -5.30763  2.08058  6.96489
O  -5.35854  1.90544  8.39924
C  -4.63876  2.83294  9.18668
C  -5.03639  2.60591  10.66567
N  -4.70036  1.24392  11.07817
C  -5.15326  0.91124  12.40626
C  -4.59914  -0.37462  12.94913
O  -5.27943  -1.37677  12.24944
C  -5.13781  -2.75368  12.67919
H  -4.31198  1.84275  6.59041
H  -5.72267  3.05258  6.69835
H  -5.93597  1.36175  6.43900
H  -4.82568  3.87313  8.91989
H  -3.56270  2.65948  9.17751
H  -6.07914  2.78843  10.92547
H  -4.56601  3.34372  11.31565
H  -5.20078  0.59958  10.48277
H  -6.23162  0.79738  12.51709
H  -4.92367  1.77283  13.03321
H  -4.88960  -0.47149  13.99524
H  -3.51587  -0.32651  12.83812
H  -5.42969  -3.33246  11.80288
H  -5.79429  -2.92552  13.53220
H  -4.06379  -2.80732  12.85723
C  3.90330  7.57005  4.90317
O  5.09208  7.60566  4.19361
C  6.12037  6.80826  4.86946
C  7.11742  6.47869  3.74903
N  6.55232  5.59922  2.70157
C  7.35632  5.59451  1.46902
C  6.85686  4.52843  0.44626
O  5.57663  5.02716  0.04454
C  4.80702  4.02782  -0.60172
H  3.05402  8.01950  4.38857
H  4.07632  8.09029  5.84525
H  3.56467  6.54476  5.05219
H  5.65888  5.92978  5.32045
H  6.65038  7.33932  5.66013
H  7.97135  5.93741  4.15636
H  7.53299  7.43295  3.42530
H  5.60268  5.90383  2.54185
H  8.38453  5.28257  1.65227
H  7.30129  6.60826  1.07231
H  6.69411  3.57256  0.94419
H  7.43289  4.26666  -0.44130
H  4.80840  3.01092  -0.20928
H  5.16904  3.76304  -1.59517
H  3.77780  4.35270  -0.75426
C  0.88472  -1.53127  -3.12303
O  0.08970  -0.68741  -2.28060
C  -1.29521  -0.72788  -2.74096
C  -2.09048  0.32652  -2.02866
N  -1.34365  1.59040  -1.83454
C  -2.12880  2.50761  -0.99351
C  -1.23942  3.64343  -0.37203
O  -0.14170  2.96244  0.20615
C  0.48351  3.68729  1.18017
H  0.76375  -1.29197  -4.17953
H  0.68730  -2.59453  -2.98663
H  1.90472  -1.19602  -2.93510
H  -1.75225  -1.70769  -2.60242
H  -1.22699  -0.54209  -3.81284
H  -2.35169  -0.11308  -1.06605
H  -3.00203  0.56086  -2.57844
H  -0.51015  1.43913  -1.28456
H  -2.42233  1.91481  -0.12718
H  -2.99963  2.97000  -1.45823
H  -1.82837  4.25557  0.31099
H  -0.92267  4.17116  -1.27162
H  1.36203  3.17123  1.56743
H  -0.15288  3.72607  2.06425
H  0.65702  4.71046  0.84683
C  4.13905  -1.28481  3.08267
C  2.75156  -1.58897  2.43204
C  2.64011  -3.06019  1.86947
C  2.87389  -4.05422  2.91371
N  3.14221  -4.82966  3.74500
H  4.88757  -1.33372  2.29182
H  4.43901  -2.02826  3.82119
H  4.18332  -0.23602  3.37624
H  2.56459  -0.83896  1.66351
H  1.95081  -1.53917  3.16989
H  3.30542  -3.15490  1.01127
H  1.61345  -3.06800  1.50339
C  -10.60903  0.25249  1.94712
C  -11.04991  1.51000  2.69457
C  -11.06641  2.80912  1.86435
C  -9.67423  3.28525  1.49974
N  -8.59912  3.64801  1.28650
H  -10.52731  -0.61007  2.60851
H  -9.67723  0.36233  1.39235
H  -11.28111  0.02597  1.11941
H  -10.42414  1.54995  3.58615
H  -12.04745  1.32121  3.09126
H  -11.59805  3.60441  2.38684
H  -11.66740  2.70034  0.96153
C  3.58133  9.29498  -5.78677
C  2.07470  9.10949  -5.91095
C  1.22987  10.42174  -5.94230
C  1.50127  11.28600  -7.09368
N  1.68221  12.03373  -7.95480
H  3.98812  9.92104  -6.58091
H  4.06413  8.31866  -5.82922
H  3.88552  9.79896  -4.86939
H  1.65177  8.52443  -5.09428
H  1.88790  8.49435  -6.79118
H  1.27063  11.05408  -5.05540
H  0.17157  10.17230  -5.86569
C  -2.79404  -6.67216  -6.77129
C  -4.20793  -7.34099  -6.75842
C  -5.16150  -6.46047  -5.96889
C  -5.10643  -5.01687  -6.35449
N  -5.08062  -3.91285  -6.63454
H  -1.98730  -7.20246  -7.27730
H  -2.51964  -6.49828  -5.73082
H  -2.83575  -5.65115  -7.15065
H  -4.12042  -8.29231  -6.23361
H  -4.60001  -7.47894  -7.76607
H  -4.92068  -6.50526  -4.90677
H  -6.20005  -6.71025  -6.18596
C  9.60408  -3.10754  -4.61275
C  9.20954  -2.14962  -3.48334
C  9.55253  -2.63912  -2.08627
C  8.70869  -3.76200  -1.59553
N  8.07977  -4.66587  -1.22172
H  10.62947  -2.95596  -4.94994
H  8.95611  -2.86150  -5.45401
H  9.37577  -4.12372  -4.29128
H  8.13916  -1.96187  -3.56772
H  9.61343  -1.16020  -3.69789
H  9.41430  -1.76923  -1.44418
H  10.60239  -2.92648  -2.02853
C  5.05837  -6.69668  -13.73771
C  3.60328  -6.44577  -13.38181
C  3.16106  -6.48605  -11.88781
C  3.87914  -5.63513  -10.97053
N  4.42311  -4.98029  -10.20765
H  5.43065  -7.56826  -13.19932
H  5.69833  -5.85908  -13.46028
H  5.12247  -6.93705  -14.79894
H  2.98934  -7.09105  -14.01013
H  3.28301  -5.47666  -13.76437
H  3.31354  -7.45145  -11.40527
H  2.09995  -6.23991  -11.84826
C  -0.71682  -3.92436  8.23922
C  -2.15133  -3.49312  8.32091
C  -2.49030  -2.33019  7.30335
C  -2.45937  -2.71398  5.91386
N  -2.40886  -2.91282  4.82984
H  -0.39253  -4.10651  7.21464
H  -0.54901  -4.86585  8.76222
H  -0.01883  -3.18492  8.63181
H  -2.50219  -3.22694  9.31798
H  -2.79082  -4.34874  8.10398
H  -1.73518  -1.54637  7.24394
H  -3.48649  -1.93016  7.49223
C  -1.20299  -8.47050  -1.11001
C  -0.27952  -9.63583  -1.46191
C  -0.73864  -11.08443  -1.13213
C  -1.24410  -11.18086  0.21048
N  -1.65316  -11.27930  1.26779
H  -1.32763  -8.35089  -0.03378
H  -2.23265  -8.63066  -1.42976
H  -0.97555  -7.47004  -1.47805
H  0.62602  -9.52016  -0.86632
H  0.07358  -9.47601  -2.48067
H  0.12465  -11.74810  -1.18073
H  -1.55804  -11.45778  -1.74637

Summary:
spin multiplicity: 1
calculated total energy: -3229.28616 Eh
relative energy (zero: lowest compared OMol25 entry of this formula, charge and spin): 0.000 eV
SMILES: c1cc[nH]c1.COCCNCCOC.COCCNCCOC.COCCNCCOC.CCCC#N.CCCC#N.CCCC#N.CCCC#N.CCCC#N.CCCC#N.CCCC#N.CCCC#N



Orbital gap: 7.8, 8.3 (eV)